No. 1
10
Properties=species:S:1:pos:R:3 method="wB97M-V/def2-TZVPD" total_energy_ha=-318.47171 homo_ev=-9.68 e_above_lowest_ev=0.3541 gap_ev=10.13 smiles=N#Cc1ncc[nH]1 mol_weight_g_mol=93.089
N -2.000 -1.813 2.051
C -1.308 -1.154 1.397
C -0.406 -0.356 0.615
N 0.655 0.233 1.099
C 1.290 0.782 0.008
C 0.625 0.471 -1.137
N -0.486 -0.253 -0.758
H 2.159 1.411 0.121
H 0.814 0.654 -2.185
H -1.344 0.025 -1.212

No. 2
15
Properties=species:S:1:pos:R:3 method="wB97M-V/def2-TZVPD" total_energy_ha=-250.47063 homo_ev="-8.50 / -8.50" e_above_lowest_ev=5.3420 gap_ev="8.27 / 8.27" mol_weight_g_mol=83.134
C 0.249 -0.444 0.907
C -0.495 -0.677 2.144
C -1.085 1.478 -0.507
C 1.318 -0.423 -1.404
C 0.140 -0.539 -0.496
N 0.846 -0.212 1.981
H -1.188 0.016 2.635
H -0.546 -1.762 2.467
H -0.329 1.584 -1.244
H -0.962 2.051 0.421
H -2.013 1.187 -0.924
H 0.877 -0.192 -2.424
H 1.855 -1.324 -1.488
H 1.875 0.389 -1.116
H -0.542 -1.131 -0.953